Molecular formula: C12H21GeN2O7P2Y
Method: DFT, wB97M-V/def2-TZVPD

ΔE to the lowest compared entry with this formula, charge and spin   11.6 kcal/mol
Total energy   -3904.23155 hartree
Multiplicity   1
M   528.8 u
Net charge   0
Strongest force on any atom   0.540 eV Å⁻¹

Each line ends with the Mulliken charge.
Geometry (Å):
Y (-0.26, 0.13, 0.94)  0.53
C (-0.91, 4.69, 1.86)  -1.68
C (-0.59, 3.29, 1.38)  0.87
O (-0.51, 2.34, 2.47)  -0.54
P (1.10, 3.13, 0.66)  0.89
O (2.08, 4.04, 1.51)  -0.56
O (1.09, 3.86, -0.72)  -0.58
O (1.50, 1.69, 0.67)  -0.66
P (-1.79, 2.59, 0.11)  0.94
O (-2.97, 3.65, -0.01)  -0.52
O (-1.02, 2.45, -1.17)  -0.87
O (-2.30, 1.31, 0.74)  -0.77
H (-0.18, 5.01, 2.60)  0.42
H (-1.91, 4.72, 2.29)  0.43
H (-0.89, 5.39, 1.02)  0.39
H (-1.37, 2.29, 2.90)  0.38
H (2.63, 3.52, 2.11)  0.37
H (0.34, 3.45, -1.24)  0.50
H (-3.83, 3.28, 0.23)  0.34
N (-3.93, -2.06, -4.08)  -0.46
C (-2.90, -1.71, -3.69)  -0.21
C (-1.61, -1.28, -3.23)  0.10
C (-0.57, -1.05, -4.13)  -0.19
C (0.65, -0.62, -3.63)  -0.96
C (0.78, -0.42, -2.27)  -0.36
N (-0.22, -0.65, -1.41)  0.65
C (-1.39, -1.07, -1.88)  -0.03
H (-0.72, -1.22, -5.18)  0.51
H (1.48, -0.43, -4.28)  0.44
H (1.71, -0.07, -1.84)  0.48
H (-2.18, -1.26, -1.16)  0.51
C (2.50, -2.03, 0.51)  -0.90
Ge (0.97, -2.96, 1.38)  0.31
C (1.75, -4.21, 2.69)  -1.24
C (0.22, -4.13, -0.04)  -1.12
C (-0.25, -1.66, 2.08)  -0.50
H (2.88, -2.59, -0.35)  0.32
H (3.32, -1.92, 1.23)  0.39
H (2.26, -1.02, 0.17)  0.03
H (2.46, -4.89, 2.21)  0.35
H (0.97, -4.80, 3.15)  0.36
H (2.28, -3.66, 3.48)  0.35
H (0.90, -4.95, -0.28)  0.38
H (0.04, -3.55, -0.95)  0.23
H (-0.73, -4.55, 0.29)  0.33
H (-0.88, -2.09, 2.86)  0.33